Formula: C18H20FN7O
Source: the Open Molecules 2025 dataset
Level of theory: the ωB97M-V functional and the def2-TZVPD basis

Frontier orbital gap in eV: 8.0
Strongest force on any atom in hartree/bohr: 0.036
Highest occupied orbital energy in eV: -8.3443
Structure (SMILES): Fc1cccc(CN2CCN(c3nc4nonc4nc3NC3CC3)CC2)c1
Multiplicity: 1

Positions of all 47 atoms, in Å:
F  4.580  1.286  4.901
C  4.053  0.158  4.382
C  4.774  -1.020  4.473
C  4.221  -2.170  3.938
C  2.977  -2.132  3.329
C  2.264  -0.944  3.249
C  0.903  -0.889  2.606
N  0.796  0.276  1.745
C  -0.547  0.648  1.375
C  -1.163  -0.255  0.283
N  -0.298  -0.275  -0.887
C  -0.435  0.683  -1.855
N  0.640  1.300  -2.273
C  0.428  2.263  -3.192
N  1.277  3.091  -3.752
O  0.530  3.916  -4.506
N  -0.787  3.640  -4.456
C  -0.899  2.611  -3.651
N  -1.979  1.875  -3.326
C  -1.748  0.895  -2.489
N  -2.743  0.013  -2.243
C  -3.992  0.067  -2.930
C  -4.540  -1.175  -3.568
C  -5.173  -0.625  -2.322
C  1.059  -0.669  -0.535
C  1.642  0.226  0.567
C  2.810  0.216  3.784
H  5.741  -1.025  4.949
H  4.764  -3.100  3.994
H  2.559  -3.037  2.913
H  0.149  -0.783  3.394
H  0.709  -1.841  2.086
H  -1.186  0.635  2.260
H  -0.509  1.672  0.988
H  -2.148  0.135  0.031
H  -1.262  -1.281  0.654
H  -2.493  -0.870  -1.826
H  -4.116  1.020  -3.423
H  -5.066  -1.078  -4.504
H  -3.966  -2.086  -3.485
H  -6.138  -0.150  -2.397
H  -5.025  -1.166  -1.399
H  1.676  -0.602  -1.429
H  1.014  -1.710  -0.198
H  2.632  -0.132  0.854
H  1.737  1.241  0.173
H  2.276  1.149  3.721

Partial charges, Mulliken, in e:
1 F -0.32
2 C 0.33
3 C -0.51
4 C -0.55
5 C -0.60
6 C 0.34
7 C -0.63
8 N 0.14
9 C -1.36
10 C -0.58
11 N -0.01
12 C 0.78
13 N -0.27
14 C 0.53
15 N -0.67
16 O -0.02
17 N -0.64
18 C 0.51
19 N -0.54
20 C 0.10
21 N -0.18
22 C -0.30
23 C -0.57
24 C -0.62
25 C -0.96
26 C -0.85
27 C -0.40
28 H 0.45
29 H 0.38
30 H 0.38
31 H 0.44
32 H 0.28
33 H 0.45
34 H 0.43
35 H 0.58
36 H 0.30
37 H 0.35
38 H 0.58
39 H 0.25
40 H 0.25
41 H 0.26
42 H 0.21
43 H 0.55
44 H 0.40
45 H 0.45
46 H 0.40
47 H 0.48



Formula: C18H20FeN2O6S
Source: the Open Molecules 2025 dataset
Level of theory: the ωB97M-V functional and the def2-TZVPD basis

Frontier orbital gap (alpha / beta) in eV: 5.2 / 6.3
Strongest force on any atom in hartree/bohr: 0.105
Highest occupied orbital energy (alpha / beta) in eV: -5.7433 / -8.8955
<S²>: 6.0645
ΔE to the lowest compared entry with this formula, charge and spin in eV: 0.567
Multiplicity: 5

Positions of all 48 atoms, in Å:
C  5.013  -1.674  0.818
O  3.927  -2.445  1.371
C  2.579  -2.318  0.979
C  1.625  -1.657  1.829
C  0.736  -0.632  1.166
C  0.140  -0.912  -0.260
C  0.982  -2.002  -0.921
C  2.095  -2.602  -0.377
Fe  1.579  -3.891  2.041
C  0.487  -3.765  3.340
O  -0.335  -3.838  4.157
C  2.794  -4.804  2.882
O  3.232  -5.761  3.378
C  0.733  -5.271  1.332
O  0.040  -6.121  0.918
H  5.929  -2.153  1.181
H  4.996  -1.698  -0.278
H  4.966  -0.648  1.207
H  1.951  -1.348  2.832
H  -0.157  -0.515  1.799
H  1.285  0.350  1.135
H  -0.671  -1.657  0.012
H  0.523  -2.497  -1.793
H  2.618  -3.500  -0.797
C  -4.876  1.998  -0.639
C  -3.822  1.841  0.417
N  -2.378  1.755  -0.091
C  -1.942  0.486  -0.491
O  -2.759  -0.438  -0.513
C  -0.526  0.226  -1.013
C  0.077  1.682  -1.438
O  0.928  1.687  -2.320
N  -0.575  2.881  -1.070
C  -0.063  4.190  -1.686
C  -0.728  4.641  -2.954
C  -1.840  2.970  -0.524
S  -2.675  4.421  -0.410
H  -5.851  1.948  -0.135
H  -4.835  2.975  -1.140
H  -4.839  1.191  -1.383
H  -3.814  2.747  1.035
H  -3.964  0.948  1.011
H  -0.647  -0.147  -2.036
H  -0.321  4.912  -0.907
H  1.013  4.071  -1.792
H  -0.212  5.544  -3.294
H  -0.640  3.905  -3.753
H  -1.776  4.925  -2.822

Partial charges, Mulliken, in e:
1 C -0.79
2 O -0.32
3 C 0.60
4 C -0.71
5 C -0.65
6 C 0.52
7 C -1.00
8 C -0.52
9 Fe 0.22
10 C 0.14
11 O -0.37
12 C 0.24
13 O -0.35
14 C 0.21
15 O -0.33
16 H 0.27
17 H 0.32
18 H 0.27
19 H 0.50
20 H 0.40
21 H 0.36
22 H 0.18
23 H 0.36
24 H 0.41
25 C -0.96
26 C -1.05
27 N -0.05
28 C 0.21
29 O -0.61
30 C 0.47
31 C 0.17
32 O -0.59
33 N -0.08
34 C -1.05
35 C -0.98
36 C 0.40
37 S -0.23
38 H 0.35
39 H 0.30
40 H 0.30
41 H 0.57
42 H 0.45
43 H 0.46
44 H 0.55
45 H 0.45
46 H 0.35
47 H 0.30
48 H 0.31



What is the multiplicity in the first record? 1